DFT (ωB97M-V/def2-TZVPD) results for a 13-piece molecular cluster, C19H64N6O13 overall.

Structure (XYZ):
```
102
Properties=species:S:1:pos:R:3:forces:R:3:lowdin_charge:R:1
C -3.08211 0.23890 -0.60270 0.05 0.63 0.72 -0.147
O -3.32411 0.15090 -1.97870 -0.23 -0.24 -0.69 -0.124
H -3.95811 0.59890 -0.05470 0.01 -0.19 -0.15 0.101
H -2.20811 0.82890 -0.30270 -0.20 0.34 -0.53 0.063
H -2.82311 -0.75010 -0.36670 -0.04 -1.22 1.42 0.033
H -2.85911 -0.67610 -2.20270 -0.08 0.48 -0.69 0.052
C -1.80911 -1.83710 2.82930 2.11 -1.74 -0.81 -0.201
O -2.86311 -1.25610 2.16130 -0.35 1.82 -0.09 -0.125
H -1.24811 -2.45810 2.07130 -0.24 0.28 1.02 0.053
H -2.05011 -2.44610 3.68430 -0.70 -0.46 0.19 0.079
H -1.09211 -1.13210 3.23130 0.25 0.58 0.02 0.080
H -2.50611 -0.33810 2.05830 -1.19 -0.56 -0.17 0.034
C 1.81089 -1.63010 -2.85570 -1.93 0.35 -0.02 -0.179
O 1.36389 -2.20410 -4.02570 0.74 -1.41 -2.01 -0.109
H 2.84689 -1.64810 -2.89070 2.11 0.18 0.28 0.064
H 1.44389 -2.28410 -2.06070 0.08 0.46 0.61 0.064
H 1.45589 -0.59010 -2.83470 0.27 -0.34 0.74 0.072
H 0.59389 -1.76110 -4.35170 -0.35 0.20 -0.21 0.028
C 2.52989 2.14890 -1.32070 -1.21 3.07 -0.27 -0.201
O 2.51389 0.80090 -1.39170 0.58 -2.05 0.47 -0.089
H 1.68189 2.58490 -1.87370 -0.45 -0.19 0.16 0.043
H 3.32989 2.54090 -1.91870 1.08 -0.04 0.06 0.079
H 2.51189 2.69590 -0.34770 0.34 -1.01 -0.33 0.077
H 2.02189 0.36890 -0.68270 -0.05 0.60 0.04 0.043
C -3.40011 1.97990 2.79130 -3.03 0.31 1.04 -0.157
O -2.23311 1.43390 2.29830 0.13 -1.46 -0.85 -0.135
H -3.19111 2.91590 3.32030 -0.15 0.14 -0.54 0.083
H -3.91811 1.35290 3.60830 0.79 0.37 -1.44 0.111
H -4.13311 2.14090 1.92130 0.97 -0.14 1.46 0.103
H -1.51411 1.88590 2.68730 1.29 0.80 0.56 0.078
C -0.02011 -0.70610 -0.08370 -1.75 -1.14 -1.16 -0.185
O 0.67689 -0.01710 0.84530 0.58 2.05 3.06 -0.106
H -0.31311 -0.06610 -0.88670 0.08 0.30 -1.07 0.057
H -0.97711 -1.05910 0.33130 0.59 -0.73 -0.17 0.072
H 0.68189 -1.44610 -0.35670 -0.18 -1.45 -1.07 0.061
H -0.02311 0.24490 1.45230 0.75 0.64 0.50 0.070
C 4.12489 -1.17310 1.31030 -3.53 1.12 0.01 -0.219
O 4.62489 -2.39410 1.16430 1.97 -3.08 -1.02 -0.068
H 3.30889 -1.14810 0.56130 0.06 0.74 0.53 0.090
H 4.75689 -0.37210 1.12630 1.74 1.46 -0.68 0.047
H 3.72589 -0.99610 2.30430 -0.46 0.06 0.26 0.092
H 4.87589 -2.78210 1.98430 0.40 -0.35 0.81 0.081
C -1.87611 -3.60810 -1.40670 6.35 -1.10 -2.16 -0.519
O -0.76611 -3.91210 -2.25270 -5.92 1.68 4.53 -0.126
N -2.89911 -2.88310 -1.76570 -2.30 1.51 -3.68 0.154
N -1.85611 -3.80410 -0.08070 2.36 -1.58 0.02 0.170
H -3.01911 -2.77810 -2.78870 0.09 -0.26 0.42 0.103
H -3.70911 -2.62410 -1.21170 0.53 -0.52 0.19 0.128
H -1.03311 -4.36510 0.20830 -0.88 0.31 0.23 0.091
H -2.70311 -3.78510 0.44230 -0.28 -0.07 0.35 0.104
C -1.23411 2.44190 -3.09670 3.24 -3.83 3.21 -0.697
O -0.59711 1.40990 -2.59170 -0.82 2.86 -2.18 -0.081
N -0.67411 3.56590 -3.44870 3.54 1.92 -0.97 0.182
N -2.51411 2.42790 -3.07670 -4.18 -0.80 -0.17 0.169
H 0.38189 3.61390 -3.52270 -2.19 0.11 0.15 0.157
H -1.28711 4.31990 -3.72070 0.65 0.08 -0.18 0.115
H -2.89811 1.51990 -2.71770 -0.22 0.74 -0.10 0.079
H -3.07811 3.26890 -3.12770 0.17 -0.45 -0.18 0.123
C -1.90111 -1.34810 -4.52270 -1.93 -5.61 -1.07 -0.566
O -2.33411 -2.62210 -4.87970 1.67 6.46 1.81 -0.123
N -1.05011 -1.14010 -3.51970 0.12 -0.12 0.21 0.134
N -2.34411 -0.22510 -5.08870 -2.53 -0.25 -2.59 0.172
H -0.70311 -2.00010 -3.10870 0.17 -0.21 0.39 0.072
H -0.72011 -0.18110 -3.27870 -0.29 -0.78 0.11 0.078
H -3.16511 -0.25410 -5.72170 1.19 -0.39 0.72 0.138
H -2.09011 0.68790 -4.82770 0.58 0.77 0.67 0.058
C 4.69089 3.14090 3.41230 0.52 -0.03 3.19 -0.063
C 4.35889 2.15690 2.35630 -3.15 -1.37 4.21 -0.614
C 2.84389 1.85690 2.41430 -0.18 1.12 1.10 -0.041
O 4.68589 2.55590 1.16330 -0.30 3.50 -3.95 0.045
H 5.74589 3.13790 3.69630 0.30 0.09 -0.58 0.072
H 4.25889 2.77890 4.42030 0.08 0.91 -1.53 0.108
H 4.43789 4.17590 3.17430 -0.39 -0.20 0.05 0.087
H 4.88689 1.24990 2.56030 0.27 -0.93 0.68 0.117
H 2.56389 1.48590 3.43430 0.00 0.61 -0.78 0.096
H 2.53489 1.12290 1.72630 -0.08 -1.08 -0.96 0.016
H 2.26989 2.77590 2.09630 0.54 -0.69 0.78 0.092
H 5.30689 1.94990 0.90730 2.48 -1.77 -2.04 0.065
C -0.34611 3.24590 0.29130 -1.02 0.36 -1.46 -0.004
C -1.38711 4.22890 0.68730 -0.40 1.51 -8.23 -0.635
C -2.69211 3.79690 0.11130 -1.79 0.45 -2.04 -0.043
O -1.46911 4.43290 1.91230 0.13 -0.39 10.80 0.040
H -0.19611 3.23690 -0.79270 -0.19 -0.24 0.27 0.077
H -0.68411 2.30390 0.63730 -0.01 -1.17 0.09 0.055
H 0.54689 3.49790 0.72730 2.33 0.47 1.14 0.048
H -1.19011 5.26190 0.32430 0.44 -0.53 -1.53 0.156
H -2.67611 3.93090 -0.98370 -0.02 -0.09 0.34 0.073
H -3.62511 4.26290 0.45430 0.52 0.77 0.24 0.096
H -2.93211 2.78190 0.27930 0.33 -1.34 0.15 0.019
H -1.72011 5.31090 2.14830 -0.26 0.57 0.23 0.121
C 1.72189 -3.45110 1.56330 1.73 -1.59 1.08 -0.006
C 1.23489 -4.89610 1.63230 3.70 1.43 8.78 -0.660
C 0.19989 -5.15410 2.68430 -0.19 0.29 0.78 -0.032
O 0.60289 -5.24310 0.64030 -2.52 -1.88 -12.22 -0.015
H 2.38789 -3.22910 2.40030 0.22 -0.09 -0.16 0.090
H 0.99589 -2.71910 1.60630 -2.06 1.28 -0.07 0.035
H 2.25689 -3.34710 0.63930 0.59 0.24 -0.49 0.078
H 2.09989 -5.60410 1.77030 0.06 0.70 0.53 0.158
H -0.57411 -4.42310 2.57830 -0.50 0.73 -0.16 0.044
H 0.65989 -4.95410 3.60530 0.15 -0.40 1.92 0.069
H -0.34011 -6.10210 2.55130 0.84 -0.06 0.37 0.106
H 1.27689 -5.02310 -0.07670 -2.12 -0.83 -0.29 0.171
```
Forces are in eV/Å.

Summary:
Charge: 0
2S+1: 1
Kohn-Sham gap in eV: 8.737
Energy above the lowest of the compared OMol25 structures with the same formula, charge and spin in kcal/mol: 91.7
HOMO level in eV: -8.65
Total energy in Eh: -2068.67323